13 unconnected molecules or ions with the total composition C48H137N20O13P5 at a distorted geometry. Source: the OMol25 dataset; level of theory: the ωB97M-V functional and the def2-TZVPD basis.

Atoms and positions in Å:
C 11.167 -19.024 14.994
C 11.953 -17.836 15.496
O 12.019 -17.470 16.687
N 12.674 -17.149 14.553
C 13.596 -16.095 14.831
H 11.862 -19.840 14.966
H 10.857 -18.821 13.973
H 10.261 -19.207 15.564
H 12.643 -17.542 13.606
H 14.234 -16.099 13.985
H 14.131 -16.247 15.770
H 13.034 -15.157 14.830
C 12.322 -18.010 19.962
C 10.874 -17.782 20.257
O 10.355 -17.866 21.346
N 10.167 -17.429 19.125
C 8.722 -17.457 19.079
H 12.530 -19.101 19.964
H 12.945 -17.620 20.736
H 12.590 -17.675 18.981
H 10.650 -17.450 18.227
H 8.357 -18.433 18.747
H 8.376 -16.788 18.314
H 8.235 -17.154 19.975
C 12.968 -20.720 17.809
C 13.398 -21.557 16.645
O 14.083 -21.180 15.671
N 12.896 -22.812 16.756
C 13.082 -23.801 15.742
H 12.358 -19.903 17.431
H 13.793 -20.207 18.310
H 12.356 -21.302 18.485
H 12.359 -23.070 17.567
H 14.118 -23.725 15.417
H 12.478 -23.611 14.787
H 12.821 -24.748 16.229
C 9.145 -15.834 15.462
C 8.734 -14.389 15.743
O 7.823 -13.790 15.213
N 9.594 -13.697 16.615
C 10.668 -14.361 17.368
H 8.426 -16.233 14.734
H 9.192 -16.438 16.390
H 10.154 -15.852 15.042
H 9.195 -12.776 16.798
H 11.370 -13.629 17.718
H 11.224 -15.049 16.712
H 10.246 -14.856 18.224
C 4.947 -15.363 21.306
C 5.544 -15.444 19.891
O 5.758 -16.522 19.350
N 5.827 -14.274 19.297
C 6.501 -14.187 18.022
H 3.965 -14.867 21.222
H 5.619 -14.837 21.961
H 4.799 -16.330 21.771
H 5.456 -13.476 19.801
H 6.001 -14.556 17.143
H 7.478 -14.708 18.028
H 6.614 -13.102 17.858
O 10.870 -20.674 27.376
P 10.945 -20.219 25.989
N 11.431 -18.709 26.006
C 11.034 -17.799 27.060
C 11.940 -18.104 24.835
N 9.475 -20.324 25.225
C 8.485 -21.266 25.632
C 9.413 -19.811 23.887
N 12.009 -21.007 25.000
C 11.612 -22.242 24.326
C 13.446 -20.900 25.374
H 10.585 -16.923 26.586
H 11.859 -17.571 27.699
H 10.250 -18.261 27.658
H 11.152 -17.487 24.339
H 12.222 -18.854 24.106
H 12.814 -17.495 25.054
H 7.526 -20.879 25.335
H 8.638 -22.263 25.160
H 8.500 -21.309 26.698
H 10.337 -19.383 23.510
H 9.160 -20.594 23.149
H 8.616 -19.047 23.752
H 11.602 -23.120 25.011
H 10.619 -22.154 23.893
H 12.312 -22.458 23.484
H 13.598 -21.694 26.125
H 13.623 -19.963 25.887
H 14.135 -21.039 24.557
O 11.042 -23.686 18.696
P 9.592 -23.384 18.871
N 9.184 -22.530 20.221
C 9.073 -23.249 21.487
C 9.634 -21.115 20.290
N 8.823 -24.829 19.089
C 7.350 -24.835 19.149
C 9.437 -26.065 18.817
N 8.986 -22.582 17.631
C 7.786 -21.778 17.710
C 9.419 -22.907 16.279
H 10.054 -23.661 21.786
H 8.373 -24.064 21.448
H 8.735 -22.588 22.308
H 8.877 -20.549 20.831
H 9.703 -20.683 19.293
H 10.626 -21.111 20.744
H 7.023 -25.759 19.620
H 7.017 -23.989 19.711
H 6.875 -24.770 18.143
H 9.149 -26.366 17.783
H 10.559 -25.968 18.938
H 9.060 -26.897 19.446
H 8.067 -20.770 17.367
H 6.927 -22.222 17.147
H 7.436 -21.738 18.713
H 10.405 -23.387 16.366
H 9.363 -22.047 15.643
H 8.756 -23.607 15.810
O 17.337 -21.115 23.182
P 16.696 -20.328 22.160
N 15.733 -19.186 22.920
C 14.986 -18.208 22.131
C 16.363 -18.614 24.124
N 15.560 -21.016 21.248
C 16.255 -21.965 20.349
C 14.342 -21.502 21.891
N 17.705 -19.667 21.078
C 17.357 -18.861 19.969
C 19.140 -19.690 21.272
H 14.750 -18.591 21.151
H 15.477 -17.242 22.119
H 13.944 -18.131 22.541
H 15.631 -18.085 24.746
H 17.159 -17.930 23.808
H 16.679 -19.427 24.804
H 17.057 -21.540 19.779
H 16.767 -22.778 20.907
H 15.537 -22.443 19.673
H 14.509 -22.248 22.650
H 13.939 -20.656 22.416
H 13.708 -22.000 21.163
H 17.801 -19.268 19.045
H 16.276 -18.964 19.818
H 17.715 -17.859 20.173
H 19.616 -20.343 20.557
H 19.384 -20.161 22.267
H 19.436 -18.633 21.166
O 4.585 -21.565 18.394
P 3.979 -20.827 19.515
N 4.952 -20.480 20.827
C 5.930 -19.491 20.586
C 5.499 -21.693 21.379
N 2.807 -21.664 20.230
C 2.389 -22.916 19.659
C 1.761 -20.955 21.044
N 3.417 -19.377 18.989
C 2.883 -19.350 17.617
C 3.027 -18.199 19.732
H 6.773 -19.880 19.994
H 6.217 -19.104 21.578
H 5.559 -18.700 19.967
H 6.067 -21.368 22.268
H 6.242 -22.196 20.712
H 4.688 -22.349 21.654
H 1.267 -22.915 19.587
H 2.770 -23.179 18.670
H 2.670 -23.723 20.353
H 0.826 -20.936 20.526
H 1.641 -21.462 21.964
H 2.176 -19.970 21.286
H 3.195 -18.364 17.232
H 3.334 -20.088 16.970
H 1.805 -19.426 17.604
H 3.517 -18.255 20.690
H 1.939 -18.155 19.799
H 3.412 -17.351 19.131
O 10.811 -11.847 23.524
P 9.795 -12.148 22.528
N 10.068 -11.096 21.240
C 11.410 -10.533 21.098
C 9.236 -10.713 20.091
N 8.213 -11.839 22.873
C 7.935 -10.422 23.178
C 7.635 -12.752 23.784
N 9.766 -13.671 22.011
C 9.008 -14.079 20.867
C 10.314 -14.723 22.821
H 11.885 -10.777 20.144
H 11.983 -10.873 21.965
H 11.351 -9.451 21.161
H 8.215 -10.947 20.234
H 9.592 -11.151 19.138
H 9.234 -9.625 19.971
H 6.877 -10.252 23.036
H 8.330 -10.249 24.193
H 8.548 -9.847 22.467
H 6.577 -12.489 24.006
H 7.604 -13.725 23.289
H 8.198 -12.819 24.747
H 7.929 -14.229 21.120
H 9.064 -13.355 20.076
H 9.367 -15.016 20.477
H 11.010 -15.300 22.241
H 9.535 -15.378 23.176
H 10.883 -14.263 23.623
C 15.461 -18.170 17.057
O 16.014 -19.488 17.046
H 15.612 -17.688 18.042
H 15.992 -17.493 16.381
H 14.412 -18.203 16.743
H 15.583 -19.966 16.326
C 14.958 -14.891 20.115
O 16.145 -14.676 20.883
H 15.056 -14.175 19.309
H 14.921 -15.892 19.659
H 14.058 -14.580 20.600
H 15.848 -14.963 21.765
C 6.235 -18.516 16.558
O 7.514 -18.718 15.917
H 5.934 -17.464 16.423
H 5.464 -19.102 16.076
H 6.368 -18.775 17.611
H 7.416 -18.791 14.956

As for the charge: 0. The HOMO-LUMO gap is 0.312 Eh. The value obtained for the HOMO energy is -8.31 eV. As for the electronic energy: -5691.37340 a.u. The calculation puts the energy above the lowest of the compared OMol25 structures with the same formula, charge and spin at 0.0 kJ/mol.